# 1
DFT (ωB97M-V with the def2-TZVPD basis set) results for the molecule C13H11ClN2O3S.

Values from the calculation:
E_HOMO = -9.306 eV
energy relative to the best compared isomer or geometry (same formula, charge and spin) = 3.2 kJ/mol
molar mass = 310.8 g/mol
SMILES = O=C(COC(=O)c1ccc(Cl)nc1)NCc1cccs1
electronic energy = -1695.629418 hartree
orbital gap = 9.24 eV

Last column: natural (NBO) charge in e.
Element x y z (Å)
O (3.22496, 2.08141, 0.40475)  -0.604
C (2.25767, 1.79951, -0.26192)  0.656
N (2.13900, 0.68408, -1.00774)  -0.606
H (1.26109, 0.51874, -1.47758)  0.403
C (3.03812, -0.44636, -0.88341)  -0.263
C (2.38415, -1.55171, -0.12009)  -0.202
C (2.66299, -2.00614, 1.12935)  -0.238
C (1.78404, -3.02838, 1.55845)  -0.249
C (0.83995, -3.32851, 0.63428)  -0.403
S (1.00721, -2.37784, -0.78847)  0.389
H (0.05056, -4.05120, 0.68991)  0.238
H (1.85473, -3.51231, 2.51564)  0.229
H (3.47197, -1.62484, 1.72566)  0.231
H (3.32662, -0.78195, -1.88524)  0.211
H (3.92211, -0.09456, -0.34646)  0.253
C (1.03613, 2.71921, -0.38005)  -0.175
H (0.95392, 3.34231, 0.51548)  0.244
H (1.15118, 3.36805, -1.25522)  0.210
O (-0.13952, 1.92926, -0.53861)  -0.523
C (-1.20782, 2.23624, 0.21773)  0.789
O (-1.27255, 3.19835, 0.93607)  -0.572
C (-2.29336, 1.23922, 0.05244)  -0.217
C (-3.58064, 1.55942, 0.48400)  0.102
N (-4.59781, 0.72735, 0.39339)  -0.426
C (-4.38445, -0.46614, -0.12489)  0.194
C (-3.14566, -0.90480, -0.58616)  -0.276
C (-2.08265, -0.02864, -0.49213)  -0.117
H (-1.10006, -0.32820, -0.82264)  0.233
H (-3.02917, -1.89488, -0.99505)  0.235
Cl (-5.74415, -1.50495, -0.20799)  0.035
H (-3.78853, 2.52824, 0.91648)  0.220

***

# 2
DFT (ωB97M-V with the def2-TZVPD basis set) results for a 2-piece molecular cluster, C4H4 overall.

Values from the calculation:
E_HOMO (alpha / beta) = -10.891 / -10.351 eV
energy relative to the best compared isomer or geometry (same formula, charge and spin) = 722.6 kJ/mol
molar mass = 52.1 g/mol
electronic energy = -154.445249 hartree
orbital gap (alpha / beta) = 8.46 / 7.92 eV

Last column: natural (NBO) charge in e.
Element x y z (Å)
C (-2.92399, -1.42307, -0.29784)  0.081
C (-1.92956, -0.87126, -0.04520)  -0.266
C (1.23230, 0.30085, 0.49113)  -0.390
C (0.40645, 0.49499, -0.46813)  -0.273
H (2.34576, 0.58966, 0.33025)  0.216
H (-0.58528, -0.08620, -0.12318)  0.172
H (0.46332, 1.12640, -1.36899)  0.236
H (0.99100, -0.13137, 1.48197)  0.224

***

# 3
DFT (ωB97M-V with the def2-TZVPD basis set) results for C23H51IrN2O2P2SSi as an isolated structure.

Values from the calculation:
net charge = +2
E_HOMO (alpha / beta) = -12.489 / -14.911 eV
energy relative to the best compared isomer or geometry (same formula, charge and spin) = 44.0 kJ/mol
molar mass = 702.0 g/mol
2S+1 = 5
electronic energy = -2641.188908 hartree
orbital gap (alpha / beta) = 7.43 / 6.88 eV

Last column: Löwdin spin population.
Element x y z (Å)
Ir (0.88560, 0.75308, 0.08247)  1.980
C (-0.80612, 3.65354, 1.00704)  0.013
C (-1.29110, 2.41736, 1.68923)  0.055
C (-2.38810, 2.48000, 2.58453)  0.201
C (-2.78374, 1.36071, 3.28344)  -0.001
C (-2.07658, 0.18170, 3.12446)  0.204
C (-0.98380, 0.13901, 2.22449)  0.036
N (-0.66110, 1.27509, 1.49194)  0.162
N (-0.20675, -0.88289, 1.97972)  0.485
Si (-0.18553, -2.46949, 2.81676)  0.042
C (-1.72950, -3.40560, 2.32300)  0.016
C (-0.07216, -2.14458, 4.65295)  0.013
C (1.32643, -3.38790, 2.21744)  -0.001
H (-0.05346, 4.13153, 1.64006)  0.001
H (-1.61633, 4.36625, 0.86647)  0.000
H (-0.35773, 3.40789, 0.04647)  0.009
H (-2.90374, 3.42248, 2.70519)  0.009
H (-3.62527, 1.40820, 3.96106)  -0.004
H (-2.34085, -0.71065, 3.67353)  0.009
H (-2.65564, -2.84207, 2.44296)  0.000
H (-1.80299, -4.30238, 2.94287)  0.002
H (-1.66319, -3.74798, 1.28755)  0.000
H (-1.00806, -1.80513, 5.09715)  0.001
H (0.69729, -1.40308, 4.88226)  0.000
H (0.21223, -3.07006, 5.15809)  0.001
H (1.04929, -4.35913, 1.80304)  0.000
H (2.02363, -3.57900, 3.03400)  0.000
H (1.86568, -2.83469, 1.44736)  0.000
C (3.74170, -0.77164, 2.18975)  0.035
P (2.97734, 0.56696, 1.23625)  0.165
C (2.90357, 1.93995, 2.43374)  0.043
C (4.27635, 1.08903, 0.04959)  0.017
C (3.77299, 2.19316, -0.88469)  0.012
P (2.20713, 1.70522, -1.70892)  0.129
C (1.64065, 3.15508, -2.63099)  0.029
C (2.73034, 0.50933, -2.96813)  0.023
H (4.65705, -0.40086, 2.65434)  0.007
H (3.98314, -1.61919, 1.55059)  0.000
H (3.05497, -1.10583, 2.96760)  0.001
H (3.88804, 2.12195, 2.86882)  0.007
H (2.20513, 1.68303, 3.23084)  0.001
H (2.55572, 2.85464, 1.95307)  0.005
H (4.57884, 0.20627, -0.51895)  0.000
H (5.15346, 1.42130, 0.60920)  0.003
H (4.52599, 2.42382, -1.64174)  0.002
H (3.58133, 3.11409, -0.32878)  0.001
H (2.44368, 3.53395, -3.26499)  0.006
H (1.31330, 3.93554, -1.94565)  0.000
H (0.79409, 2.86717, -3.25155)  0.000
H (3.45110, 0.98523, -3.63554)  0.004
H (1.86283, 0.17630, -3.53334)  0.001
H (3.20499, -0.35305, -2.49855)  0.000
C (-3.51851, 3.05146, -1.39408)  0.002
C (-2.17149, 3.11470, -2.07686)  0.004
O (-1.29281, 2.06667, -1.62467)  0.044
H (-4.13027, 3.90638, -1.68276)  0.000
H (-3.39790, 3.07504, -0.30883)  0.001
H (-4.05664, 2.14200, -1.65767)  0.000
H (-1.67450, 4.06163, -1.84546)  0.000
H (-2.27269, 3.06487, -3.16246)  0.001
H (-1.20354, 1.38992, -2.31104)  0.002
C (0.03822, -3.44740, -3.69307)  0.000
C (-0.05786, -3.62978, -2.18227)  0.007
C (0.55543, -2.49407, -1.37083)  0.017
S (-0.25395, -0.89051, -1.37364)  0.121
O (-0.34413, -0.34154, -2.74772)  0.043
C (-1.93417, -1.24693, -0.82644)  0.022
C (-2.85079, -1.75028, -1.94942)  0.006
C (-3.76031, -0.66266, -2.50192)  0.001
H (-0.36078, -4.32369, -4.20110)  0.000
H (1.07841, -3.33378, -4.00290)  0.000
H (-0.50776, -2.57174, -4.03961)  0.000
H (0.48875, -4.52991, -1.88981)  0.001
H (-1.08947, -3.79944, -1.86697)  0.000
H (1.57099, -2.26490, -1.70715)  0.001
H (0.60870, -2.72980, -0.30522)  0.000
H (-2.28674, -0.29360, -0.42329)  0.001
H (-1.83625, -1.94727, -0.00011)  0.002
H (-3.44940, -2.56826, -1.54430)  0.001
H (-2.26108, -2.16800, -2.76395)  0.000
H (-4.38675, -0.23385, -1.71809)  0.000
H (-4.41674, -1.06911, -3.26966)  0.000
H (-3.17809, 0.14018, -2.95622)  0.000

***

# 4
DFT (ωB97M-V with the def2-TZVPD basis set) results for the molecule C7H11N3O.

Values from the calculation:
E_HOMO = -10.589 eV
energy relative to the best compared isomer or geometry (same formula, charge and spin) = 176.4 kJ/mol
molar mass = 153.2 g/mol
SMILES = CCOC[C@H](C#N)[C@H](N)C#N
electronic energy = -512.790564 hartree
orbital gap = 10.93 eV

Last column: natural (NBO) charge in e.
Element x y z (Å)
C (2.44195, 0.34783, 0.90679)  -0.629
C (2.02110, 0.86076, -0.45726)  -0.069
O (1.53483, -0.16234, -1.31366)  -0.525
C (0.14739, -0.15901, -1.53282)  -0.046
C (-0.64393, -0.84411, -0.37938)  -0.358
C (-1.52668, -1.89999, -0.88404)  0.276
N (-2.19813, -2.75460, -1.25405)  -0.289
C (-1.40800, 0.14928, 0.51489)  -0.133
N (-2.19801, -0.55892, 1.53396)  -0.791
C (-2.31572, 0.99450, -0.27504)  0.258
N (-3.03714, 1.68616, -0.84407)  -0.284
H (3.18650, -0.44012, 0.83000)  0.222
H (2.87943, 1.17830, 1.46358)  0.217
H (1.59681, -0.02088, 1.48914)  0.188
H (2.88592, 1.31548, -0.94445)  0.189
H (1.28014, 1.65695, -0.33593)  0.162
H (-0.21649, 0.85905, -1.69438)  0.186
H (-0.02500, -0.72304, -2.44638)  0.216
H (0.10058, -1.33434, 0.25102)  0.263
H (-0.65245, 0.80609, 0.95931)  0.216
H (-2.50167, 0.11588, 2.22926)  0.370
H (-1.57635, -1.19689, 2.02418)  0.361

***

- Among the records above, which one has the lowest electronic energy?
  C23H51IrN2O2P2SSi

***

- Look up the electronic energy of the fourth one.
  -512.790564 hartree